Below is a single C5H9NO molecule in a non-equilibrium geometry, with properties calculated with ωB97M-V/def2-TZVPD.

Results
SMILES string ... [H]/N=C(C)/C(C)=C\O
Gap between HOMO and LUMO (alpha / beta) ... 7.4 / 7.4 eV
Relative energy (zero: lowest compared OMol25 entry of this formula, charge and spin) ... 136.3 kcal/mol

ORCA input file:
```
! wB97M-V def2-TZVPD RIJCOSX def2/J DEFGRID3
* xyz 0 1
O -0.7354 0.0941 -1.9792
N 1.9579 0.3368 1.1580
C -0.0474 -0.7260 0.1711
C -1.0020 -0.1280 -0.6656
C -0.2248 -2.0475 0.8500
C 0.9132 0.2285 0.4658
C 0.2051 1.8524 -0.1723
H -0.7964 2.1759 -0.4703
H 0.5598 -2.2531 1.5798
H -1.4927 0.5234 -2.4078
H -1.1840 -2.0618 1.3810
H -2.0745 -0.1969 -0.4551
H 0.9123 2.0697 -0.9715
H 0.4471 2.4334 0.7150
H 2.8053 0.5872 0.6525
H -0.2434 -2.8881 0.1485
*
```

***

Below is a single C3H5ClS molecule in a non-equilibrium geometry, with properties calculated with ωB97M-V/def2-TZVPD.

Results
SMILES string ... CS/C=C\Cl
Gap between HOMO and LUMO ... 9.6 eV
Relative energy (zero: lowest compared OMol25 entry of this formula, charge and spin) ... 6.9 kcal/mol

ORCA input file:
```
! wB97M-V def2-TZVPD RIJCOSX def2/J DEFGRID3
* xyz 0 1
Cl -2.0427 0.9192 -1.7127
S 0.8113 -0.7052 -0.8629
C -0.7450 -0.8286 -0.0233
C 1.6921 0.4982 0.2367
C -1.8814 -0.2217 -0.3617
H 1.9527 -0.0359 1.2386
H -0.6651 -1.3852 0.9363
H 2.6372 0.8251 -0.2014
H 1.0573 1.3522 0.5009
H -2.8164 -0.4180 0.2496
*
```

***

Below is C34H44As3BrF5IrN2O5STe as an isolated structure in a non-equilibrium geometry, with properties calculated with ωB97M-V/def2-TZVPD.

Results
Expectation value of S² ... 6.06
Gap between HOMO and LUMO (alpha / beta) ... 6.7 / 5.9 eV
Relative energy (zero: lowest compared OMol25 entry of this formula, charge and spin) ... 0.0 kcal/mol

ORCA input file:
```
! wB97M-V def2-TZVPD RIJCOSX def2/J DEFGRID3
* xyz 0 5
Ir -0.1231 -0.2751 -0.2201
Te -2.8299 -4.5487 0.8485
Br 1.1076 5.8525 -3.2181
As -0.4028 -0.1371 2.5402
As 2.1129 0.5835 -0.1150
As 3.0363 4.1363 3.9088
S 0.9436 -1.6852 -3.6128
F -4.5822 -4.7432 1.6521
F -2.2521 -5.3785 2.4325
F -2.8582 -2.9214 1.9964
F -3.4821 -6.3286 0.3678
F -3.9690 -3.4290 -0.4428
O 2.2103 -1.2402 -3.1094
O -0.6055 1.7126 -0.5494
O 0.1848 -1.9562 0.0951
O -2.0495 2.3252 1.0302
O 0.6633 -1.4610 -4.9993
N -0.2197 -0.9876 -2.6261
N -2.2576 -0.5335 -0.6344
C -3.2361 -0.2648 0.2345
C 2.2723 1.2539 2.7887
C 0.0158 -5.5579 -3.8062
C 0.1458 -4.2216 -4.1500
C 3.6289 -0.6526 -0.1990
C -0.4585 6.6914 -1.0230
C -4.8932 -0.1801 -1.4550
C -3.3849 -1.4181 -4.5549
C 0.8257 -3.4093 -3.2845
C 4.1011 4.6620 2.4011
C 0.0092 -7.4225 -2.0649
C 0.0385 5.5973 -1.7002
C 0.4286 -6.0648 -2.5958
C -4.3080 -0.8967 -3.7066
C 1.3346 4.6362 3.0993
C -2.0532 0.2860 3.5501
C -1.5300 -1.0357 -2.9457
C -1.5192 5.1007 0.4597
C -2.5662 -0.6625 -1.9504
C -3.9141 -0.5195 -2.3726
C 3.0490 2.1457 3.7996
C -1.2817 2.6043 0.1411
C 0.8252 1.2503 3.2471
C -1.2631 6.4040 0.0559
C 1.5028 -3.9215 -2.1660
C 2.5081 1.6111 -1.7204
C 2.9015 -0.1349 2.9564
C 0.0762 -1.7335 3.6240
C -0.9726 4.0230 -0.2423
C -4.5297 0.0095 -0.1538
C 1.3139 -5.2509 -1.8781
C -0.1451 4.2805 -1.3470
C 2.4967 1.7705 1.3393
C -2.0344 -1.4099 -4.1949
H -0.7158 -7.2839 -1.3041
H 0.5773 -1.3460 4.4952
H 0.3468 3.5329 -1.9366
H 3.5159 1.2879 -2.0975
H -5.2763 0.3030 0.5782
H -3.7474 -1.8329 -5.5069
H 3.5147 -1.2573 -1.1168
H -0.2421 -3.8124 -5.0919
H 0.8043 1.1013 4.3415
H 1.9698 2.6989 1.1284
H 4.0771 1.8465 3.7028
H -1.3403 -1.6360 -4.9999
H -1.6317 7.3005 0.5921
H 1.7593 1.4250 -2.4704
H -0.8809 -2.2235 3.8084
H 1.0787 4.1015 2.1800
H -2.7865 -0.4837 3.3412
H -2.3981 1.2995 3.3408
H 5.1420 4.3520 2.4637
H 1.7724 -5.6417 -0.9636
H 0.7167 -2.4114 3.0287
H 3.9276 -0.1704 2.5634
H 3.5543 1.9912 1.2408
H -2.9304 -0.3117 1.2607
H -2.1214 4.9134 1.3216
H 2.1184 -3.2632 -1.5740
H 0.8563 -7.9914 -1.6641
H -5.9147 -0.0607 -1.7659
H 0.3290 2.2057 3.0167
H -0.1366 7.6953 -1.3488
H 3.6407 -1.2619 0.7116
H -1.7661 0.2055 4.5859
H 3.6539 4.3638 1.4260
H 2.3638 -0.9403 2.4145
H 4.5370 -0.0442 -0.2589
H -5.4087 -0.8451 -3.9397
H -0.5587 -6.2475 -4.4431
H 1.3309 5.6845 2.8425
H 2.5173 2.6555 -1.5436
H 4.0604 5.7355 2.3938
H 0.4673 4.4724 3.7730
H -0.4810 -8.0255 -2.8305
H 2.7413 1.8261 4.7742
H 2.9524 -0.4617 4.0006
*
```